Here is a 2-piece molecular cluster, C5H6INO overall at a distorted geometry from the OMol25 dataset. Energies are from the ωB97M-V functional and the def2-TZVPD basis.

Summary:
SMILES ... Ic1ccccn1.O
Relative energy (zero: lowest compared OMol25 entry of this formula, charge and spin) ... 0.985 eV
Energy ... -16919.1852 eV
Orbital gap ... 9.6 eV
F_max ... 0.107 Eh/bohr
LUMO ... 0.45 eV

Each line ends with the Löwdin charge.
Positions of all 14 atoms, in Å:
I 3.56351 0.17283 -0.00924  0.75
C 1.40748 0.57523 0.08874  -0.73
C 0.80946 0.86786 -1.11619  -0.13
C -0.56353 1.11863 -1.01666  -0.06
C -1.15311 1.27195 0.23875  -0.07
C -0.43245 0.91005 1.37023  -0.16
N 0.80786 0.52906 1.25029  -0.01
H 1.16711 0.85670 -2.10675  0.09
H -0.93126 1.42728 -1.97262  0.10
H -2.27745 1.37523 0.46272  0.13
H -0.96882 0.66097 2.34853  0.14
O 0.86441 -1.91420 0.48962  -0.11
H 1.43661 -2.78006 0.41563  0.11
H 1.19117 -1.41734 1.19062  -0.06